12
Properties=species:S:1:pos:R:3 method="wB97M-V/def2-TZVPD" homo_lumo_gap_ev=8.40 spin_multiplicity=1 charge=0 e_homo_ev=-8.248 e_above_lowest_kcal_mol=125.1
C -0.99620 -0.48740 -0.27286
H 2.57863 -0.46070 -0.03136
O -1.81092 0.46245 0.03843
H -0.26091 3.09957 0.06407
O -1.10385 -1.70584 0.44701
H 1.43096 -1.72020 0.29208
O 0.14979 2.43858 -0.51960
C 0.57934 0.05814 -0.04189
C 0.28290 1.32384 0.10011
N 1.62148 -0.76927 0.00899
H -0.89521 -0.78225 -1.34087
H -1.57600 -1.45691 1.25588

---

80
Properties=species:S:1:pos:R:3 method="wB97M-V/def2-TZVPD" homo_lumo_gap_ev="5.87 / 6.65" spin_multiplicity=3 charge=0 e_homo_ev="-6.102 / -6.892" e_above_lowest_kcal_mol=8.4 s2=2.005
C 4.83694 -1.52995 2.81412
H -6.66289 -0.00891 1.22641
H -6.28777 2.77502 2.34564
H -0.84378 2.12836 -1.66697
H -6.37255 0.70860 -0.38892
N 5.18201 0.83552 1.31489
C 5.05413 0.83217 2.76994
H 1.13737 3.33146 -0.24963
H -0.05870 2.26776 2.19971
C -5.92980 0.17281 0.44612
H 2.28647 -0.97799 3.34959
S 1.60739 -4.61857 -0.93423
C -0.34040 0.26552 -5.47944
H -2.08279 -2.86887 0.14793
N 4.26171 -0.27363 3.30378
H -2.14273 1.79551 -0.75424
C -5.50218 3.03052 1.64016
C 1.11100 -3.09424 -0.65864
N 4.95068 -1.60293 1.36301
C -1.02865 -0.16654 -4.35884
H 3.10294 -2.55751 1.05914
P 2.59249 -0.17350 1.07068
H 5.78338 -0.48633 -0.19246
C -2.82727 -2.14622 -0.19134
H -5.92729 3.41086 0.71559
H 4.03189 1.11162 -0.41541
H 1.51020 2.19695 1.80953
H -4.87437 -1.53156 -2.42979
H -1.60719 0.92626 2.96577
H 3.74780 -1.77261 -0.35631
N 0.77299 -1.99232 -0.44575
C -0.72373 -2.35617 3.61560
H -1.98245 -0.65619 -4.49318
C -2.00253 -3.09532 -2.90646
Te -4.31707 1.30911 1.23255
C 0.70020 0.66453 -3.02391
H 0.57289 4.33527 1.09388
H -2.77161 -3.85993 -2.76781
C -0.53795 0.00271 -3.04288
C 3.63481 -1.66477 0.72460
H -0.09709 -2.70605 1.56715
C -0.49475 -2.04490 2.32058
H 5.83802 -1.62567 3.24078
H 4.22620 -2.36255 3.16762
H 3.55308 2.09619 0.95517
H 2.44964 0.77031 3.33841
H 4.60915 1.77738 3.09170
C -0.99413 3.34970 -0.01510
N 0.57876 2.20913 1.41130
H -4.28530 0.09048 -2.03859
H -5.51442 -0.76767 0.09389
H -1.17484 4.22064 -0.65146
H -1.72000 3.39533 0.80363
C -4.04880 -0.83041 -2.58141
Si -2.43510 -1.56003 -1.93178
H -1.89815 -2.91830 -3.97760
H 1.42325 1.23994 -6.25364
F 1.27084 0.88507 -1.76825
N -0.79605 -0.74220 1.96749
C 1.41351 1.10811 -4.10788
H -1.05581 -3.50270 -2.54264
C -1.26752 -0.09714 3.00478
H -2.86385 -1.33848 0.54280
H -3.79740 -2.65154 -0.19232
C 0.40632 3.39425 0.56025
N -1.16041 -0.39103 -1.88606
C 0.88693 0.90824 -5.37619
H -4.85321 3.78501 2.07945
S -1.33893 -0.99442 4.45020
H 6.05780 0.76147 3.19503
C 5.72486 -0.45963 0.89696
H -0.77659 0.09508 -6.45592
H -0.56597 -3.30295 4.10337
H -4.02017 -0.58148 -3.64320
C 2.85675 -0.15307 2.91188
Ti -0.02108 0.05550 -0.05012
H 6.73566 -0.54355 1.30273
H 2.36910 1.59112 -3.94824
N -1.16917 2.07898 -0.70644
C 3.89526 1.09536 0.66919

---

63
Properties=species:S:1:pos:R:3 method="wB97M-V/def2-TZVPD" homo_lumo_gap_ev="9.49 / 5.34" spin_multiplicity=5 charge=+2 e_homo_ev="-14.310 / -14.326" e_above_lowest_kcal_mol=10.7 s2=6.036
N 2.31946 -0.15527 0.19624
C -0.79115 3.15198 -1.20755
C 5.04897 -0.24265 -0.18548
C -2.54740 1.72715 -0.48222
H 2.56267 1.75632 0.92148
H -2.00627 -0.12423 4.25201
N -2.85534 4.13948 -0.35558
C 1.30895 -0.88517 3.63386
O 5.84799 -2.47840 -1.81579
N 0.50803 -2.46267 1.09185
N -3.93824 -2.83286 -0.00663
H -4.17286 -3.81326 -0.05068
C -1.83646 4.36621 -1.32976
C 0.15449 -0.38420 -2.42316
H -2.86840 1.05754 0.31022
H -4.40215 2.82981 0.08409
H 2.23773 -2.06364 -0.59896
H 0.19726 3.53511 -0.96174
N -1.25186 2.27062 -0.16441
Pd -0.00030 -0.32394 0.16121
N 4.37703 -3.76490 -0.66292
O -2.35708 -1.24053 0.27096
O -0.24730 -1.40730 -1.81141
C 2.89056 -1.25171 -0.31007
O 0.50943 0.64208 -1.79741
H 1.71968 -0.55784 4.58879
C -2.68762 -2.42684 0.20652
C -0.04185 -0.29552 3.41158
H -0.34508 -1.22752 -4.35924
H -2.49643 1.17136 -1.41805
H 3.69225 -3.83974 0.06529
C -0.43086 -3.05686 0.76625
O -0.38552 0.20049 2.33741
H -0.91409 -1.23233 5.12710
C 4.44460 0.89699 0.31760
H -1.85135 5.11890 1.17001
C 4.26195 -1.34590 -0.48926
C 4.91368 -2.58693 -1.05642
H 6.11768 -0.28720 -0.34996
H -0.72484 2.62280 -2.15372
H 5.02369 1.77750 0.55492
H 1.21298 -1.97207 3.68859
H -0.68200 0.49892 5.25788
H -1.33659 5.31517 -1.14450
C 3.07293 0.89706 0.50460
C -1.95679 -4.86340 0.14990
C -3.58502 2.94344 -0.62576
H -3.14943 4.03528 1.69467
C -2.34234 4.16699 0.97655
Cl 1.94343 -0.65006 -4.34325
C -0.98139 -0.29773 4.57126
H 4.81745 -4.60989 -0.99192
H -0.30008 3.36104 1.32963
C -1.28593 2.96143 1.09844
C -1.68295 -3.51393 0.38037
H 1.97903 -0.64559 2.81232
H -3.99249 2.97521 -1.63437
H -2.26842 4.38549 -2.32830
N -2.18377 -5.98532 -0.01504
H -1.58722 2.28088 1.89053
Cl -0.38319 1.10819 -4.60851
C 0.23025 -0.40819 -3.94289
H -4.67587 -2.16378 -0.15860

---

92
Properties=species:S:1:pos:R:3 method="wB97M-V/def2-TZVPD" homo_lumo_gap_ev="5.44 / 4.72" spin_multiplicity=3 charge=+4 e_homo_ev="-19.963 / -20.000" s2=2.268
H 2.33061 -0.59965 4.49868
H -1.81632 1.03895 -2.68213
C -2.97010 -3.02653 2.76073
H -3.13319 1.04813 3.39812
H 1.22285 0.07884 3.27115
C -0.92535 1.33595 -3.24359
H 3.50559 -3.45359 0.56197
H -0.21130 4.15971 2.30251
H 1.55641 -2.39560 2.93705
H -1.79904 -0.92930 -1.99870
H 3.64351 0.37909 0.80499
H 3.30474 -2.15723 2.75285
C 1.64400 2.86637 -1.25488
H 1.65757 5.00735 -0.73889
H -0.83491 0.76630 2.56198
C -4.13862 0.81177 0.61708
H 1.23256 -1.27731 -2.55028
C 2.47234 -3.21633 0.23959
H -4.91596 0.25872 1.17530
H 2.97655 0.35034 3.13560
C 0.13238 -3.73218 -2.25631
C -2.42762 0.33624 3.86845
C -2.06724 -4.90227 -1.15261
H -1.86036 3.13620 -4.00581
C 2.32048 -1.67313 2.59794
H -3.85407 -3.60146 3.10853
H -3.49043 -0.83231 -0.62689
H -0.55970 5.13786 0.03046
C 1.47775 -4.24945 0.78226
H 1.33533 4.14999 3.18052
H 3.02999 0.08572 -1.62880
C 2.36115 4.17796 -0.91408
C 1.33368 2.11406 -4.71150
C 0.23747 0.52822 -3.18190
C -1.10808 3.01303 -0.17887
P -1.94670 -0.89890 1.32023
H 4.80571 0.12704 -1.40104
C 0.87686 4.01643 2.18336
P 2.06208 -1.45945 0.74949
H -2.95107 -5.39304 -0.72008
H -1.60854 2.92529 0.80441
H -4.65047 1.30941 -0.23343
H -1.92359 0.85736 4.70980
C -2.01988 -3.50813 -1.23539
H -0.70315 -0.85308 3.38696
Br 0.16282 4.56268 -5.66829
C -0.81550 -1.40294 -1.88849
H -2.33872 -3.69243 2.13348
H 3.97661 -1.42438 -1.69413
H 2.21070 2.41651 -5.29049
C -3.42844 -1.81943 1.94540
C -0.01873 -5.11612 -2.13363
H 2.46230 -3.23274 -0.86402
H -4.10268 -1.19844 2.56127
C 2.20947 -0.38991 3.42094
H -4.02452 -2.22850 1.10251
C -3.03840 -0.09946 0.06554
C -0.87799 -2.86539 -1.77506
H 3.01444 4.47054 -1.75630
H -1.70945 2.40188 -0.87199
C 0.18352 2.91415 -4.70302
C -0.95846 2.51808 -3.98529
C -1.36489 -0.13066 2.87125
H 1.65488 -5.24123 0.33307
Mo 0.11523 -0.30883 -0.17506
H 3.00184 4.07779 -0.02071
H 2.29075 2.46868 1.55641
H 1.25430 4.81973 1.53167
H 2.25139 0.31346 -3.96074
H -2.38406 -2.71346 3.64853
H 2.39112 2.09091 -1.49502
N -1.08661 -5.71922 -1.58056
H -2.98251 -0.51231 4.31252
H -0.62478 4.55268 -1.65547
P 0.50281 2.05636 -0.01152
H -2.13099 4.84506 -0.75606
H 1.02291 -3.32844 -2.74715
H 4.51910 -1.17383 0.78225
C 3.88775 -0.44819 -1.18552
C 1.19760 2.61846 1.63977
H 1.56469 -4.35896 1.87743
C 3.67995 -0.61523 0.32274
H -2.86850 -2.91197 -0.88281
H -3.70109 1.60216 1.25834
H 1.04380 2.98720 -2.17150
C 1.34867 0.93411 -3.95853
C 0.31760 -0.69964 -2.37709
H -2.38347 0.53722 -0.51492
H 0.44049 -3.95859 0.54584
H 0.85656 1.85979 2.36111
C -1.09573 4.46851 -0.66143
H 0.77028 -5.78306 -2.51009

---

| no. | energy (eV) |
| --- | --- |
| 1 | -10820.262 |
| 2 | -108418.750 |
| 3 | -71390.845 |
| 4 | -134249.915 |